Record 1
Computed, not measured: a structure of composition C34H34CrN9SSbSe4, with wB97M-V/def2-TZVPD.

Geometry as XYZ:
```
84
Properties=species:S:1:pos:R:3:forces:R:3
Cr 0.60961 -0.56906 1.22252 -0.3793 -0.3151 -0.9100
Se 2.17637 0.17871 6.15801 -0.0091 -0.0234 -0.0057
Sb 2.55461 0.74138 3.85488 0.0406 0.0716 -0.0627
Se 2.66050 -1.22974 2.29094 0.6293 -0.6402 0.1947
Se 0.41406 1.29525 2.64483 -0.2268 0.8267 0.5283
Se 4.29813 2.29684 3.23902 0.0280 0.1002 -0.0351
S -1.56958 -4.16159 2.89432 -0.0553 -0.1008 0.0890
C -1.05058 -3.22457 4.23814 0.0332 0.0852 -0.0098
C -0.40047 -2.08771 3.87181 -0.0512 0.1553 -0.0983
C -0.30596 -1.91796 2.45154 0.0529 -0.1005 0.0153
C -0.89537 -2.98527 1.81690 0.0909 0.1141 -0.3766
C -0.96035 -3.06239 0.37377 -0.0872 -0.0454 0.1156
C -1.67469 -4.03453 -0.33992 0.0173 0.0302 -0.0646
C -1.73964 -3.94944 -1.71268 0.0168 0.0139 -0.0577
C -1.10527 -2.89929 -2.37593 0.0016 -0.0300 0.1521
C -0.40841 -1.98730 -1.60704 0.0301 -0.0613 -0.0563
N -0.31648 -2.07235 -0.28111 0.2022 0.2167 0.3164
H -1.23273 -3.57811 5.23927 -0.0286 -0.0358 0.0623
H 0.01615 -1.38362 4.58444 0.0004 -0.0693 0.0015
H -2.17887 -4.82842 0.19353 -0.0012 -0.0100 0.0226
H -2.29264 -4.69357 -2.26992 -0.0293 -0.0235 -0.0463
H -1.15296 -2.78644 -3.44782 -0.0121 -0.0071 -0.0640
H 0.10606 -1.14469 -2.05630 -0.0454 -0.0247 0.0140
C -2.09803 2.01211 -1.98213 0.1400 0.0898 0.0124
C -1.61455 1.00952 -1.15474 0.0040 -0.0121 -0.1093
N -0.47128 1.12272 -0.47999 -0.2199 -0.3059 0.2994
C 0.18315 2.27257 -0.56228 0.1640 -0.2259 0.0708
C -0.20556 3.33475 -1.36638 0.0800 0.1775 -0.0619
C -1.36428 3.18427 -2.11406 -0.0789 -0.1260 0.0885
C 0.69619 4.50036 -1.44170 -0.0045 -0.0276 -0.0535
C 1.28486 5.07775 -0.39589 -0.0560 0.0451 0.1370
C 0.90290 4.88218 1.02475 0.0413 0.0453 -0.1354
C 1.84484 4.91555 2.03871 -0.0827 -0.0699 -0.0382
C 1.37437 4.79011 3.33660 -0.0278 0.0161 0.0292
N 0.07980 4.68554 3.61634 0.0093 0.0049 0.0145
C -0.73239 4.63657 2.56623 -0.0357 0.0085 -0.0080
N -0.40213 4.72880 1.28807 0.0238 0.0326 -0.0087
H -3.03123 1.87152 -2.50890 -0.0241 -0.0047 -0.0154
H -2.16084 0.08206 -1.03353 0.0233 0.0477 0.0074
H 1.07109 2.34636 0.05468 -0.0681 0.0661 -0.0617
H -1.70299 3.98342 -2.76140 -0.0220 0.0121 -0.0281
H 0.96537 4.83958 -2.43745 0.0647 -0.0595 -0.0170
H 2.09063 5.78165 -0.57449 -0.0814 0.1034 0.0017
H 2.90114 4.99686 1.83351 0.0652 -0.0390 0.0214
H 2.06022 4.76622 4.17273 0.0684 0.0049 0.0367
H -1.78993 4.51816 2.77754 -0.0109 -0.0017 0.0256
C -5.09729 -0.69696 2.85486 0.0317 0.0116 0.0324
C -4.97988 0.00076 1.49696 -0.0114 0.0174 0.0952
C -5.92944 1.19207 1.43879 -0.0130 0.0235 -0.0208
C -5.31522 -0.98166 0.37587 0.0662 -0.0043 0.0135
N -3.63088 0.54780 1.23806 -0.2187 0.0206 0.0760
N -2.53905 -0.29750 1.57011 -0.0157 -0.0716 -0.1454
H -6.13361 -0.97074 3.05343 -0.0623 -0.0213 -0.0073
H -4.76417 -0.03955 3.66145 0.0056 0.0306 -0.0005
H -4.49993 -1.60959 2.89707 0.0027 0.0044 -0.0160
H -6.96992 0.86709 1.45413 -0.0210 -0.0370 0.0177
H -5.75955 1.76248 0.52461 0.0078 0.0045 -0.0323
H -5.77387 1.85730 2.29123 0.0260 0.0066 0.0118
H -6.31358 -1.39923 0.50743 -0.0609 -0.0079 0.0300
H -4.61423 -1.81922 0.36124 0.0344 -0.0215 0.0050
H -5.26746 -0.47923 -0.59046 -0.0020 0.0276 -0.0291
H -3.51167 1.40143 1.77369 0.1313 -0.0004 -0.0852
H -2.65595 -1.16822 1.06533 0.0855 0.0011 -0.0345
H -2.51206 -0.53862 2.55928 0.0129 0.0197 0.0161
N 6.98380 -4.61692 -6.77669 -0.0104 0.0167 0.0170
C 6.45064 -3.99428 -5.97072 -0.1159 0.1126 0.1782
C 5.77547 -3.20929 -4.96239 0.2221 -0.2116 -0.3080
C 4.52893 -3.60831 -4.49005 -0.0205 0.0682 0.0789
C 3.87171 -2.84587 -3.54466 0.1172 0.0896 -0.0466
C 4.46389 -1.67991 -3.05686 -0.0028 -0.0170 0.0146
C 5.71882 -1.29055 -3.52042 -0.0138 -0.1058 -0.0295
C 6.37012 -2.05025 -4.47377 -0.0918 0.0314 0.0851
N 3.79239 -0.89139 -2.10788 -0.1318 0.1792 0.1407
C 4.05577 0.42865 -1.76724 0.1231 -0.0515 -0.1071
C 3.11956 0.78631 -0.85956 0.0777 -0.0697 0.1632
N 2.27535 -0.27546 -0.62193 -0.4067 0.0481 -0.0380
C 2.69833 -1.25073 -1.37080 0.0851 -0.0958 0.0524
H 4.06893 -4.50958 -4.86862 0.0116 -0.0246 -0.0319
H 2.89411 -3.15170 -3.20542 -0.0417 0.0100 0.0201
H 6.19836 -0.40700 -3.12827 -0.0097 0.0164 0.0272
H 7.34369 -1.74682 -4.83209 0.0051 -0.0219 -0.0222
H 4.87262 0.97895 -2.18942 0.0399 0.0640 -0.0300
H 3.04496 1.70491 -0.30332 0.0211 0.0207 -0.0110
H 2.30750 -2.25393 -1.36242 -0.0470 0.0287 -0.0116
```
Positions in Å, forces in eV/Å.

Energy = -13097.59621 Eh
Net charge = -1
Energy above the lowest of the compared OMol25 structures with the same formula, charge and spin = 27.9 kcal/mol
Kohn-Sham gap (spin up / spin down) = 5.4 / 5.5 eV
Multiplicity = 4
Highest occupied orbital energy (spin up / spin down) = -4.072 / -4.094 eV

Here are the Mulliken charges for atoms 1 to 6, given in e:
1 Cr 1.309
2 Se -0.704
3 Sb 0.504
4 Se -0.782
5 Se -0.490
6 Se -0.701

=====

Record 2
Computed, not measured: a structure of composition C34H34N5ORuS3, with wB97M-V/def2-TZVPD.

Geometry as XYZ:
```
78
Properties=species:S:1:pos:R:3:forces:R:3
Ru -0.44659 -0.06685 0.28987 -0.4909 -0.4761 -0.2912
C -1.32681 1.73501 2.70726 0.1017 0.0716 -0.0206
N -0.26933 1.82057 1.69113 -0.0984 0.0475 0.1163
C -0.39142 2.96887 0.79219 0.0143 0.0020 -0.0160
C -1.27653 2.59091 -0.34864 -0.0322 0.0407 -0.0692
N -1.53076 1.35068 -0.70414 -0.0897 0.0349 0.1916
C -2.36942 1.42025 -1.81695 0.0333 -0.0338 -0.0378
C -2.95619 0.43519 -2.60877 -0.0277 -0.0142 -0.0115
C -3.74185 0.84473 -3.66646 0.0046 0.0018 0.0024
C -3.95443 2.20212 -3.94819 0.0031 -0.0126 0.0077
C -3.38485 3.18882 -3.17171 -0.0046 0.0074 0.0076
C -2.59618 2.76701 -2.10909 0.0251 0.0270 0.0033
N -1.89515 3.47965 -1.14882 -0.0422 -0.0130 -0.0199
C -1.77954 0.31966 2.82917 -0.0016 0.1394 -0.1434
N -2.15045 -0.37197 1.76860 0.8589 -0.2029 0.2099
C -2.57560 -1.60479 2.27871 -0.2278 0.1243 0.0209
C -3.18048 -2.67832 1.63548 -0.0425 0.0454 0.0225
C -3.55926 -3.75488 2.41162 -0.0105 0.0017 0.0370
C -3.35361 -3.76964 3.80066 0.0086 0.0094 -0.0367
C -2.78732 -2.69533 4.45769 0.0049 -0.0024 -0.0041
C -2.41725 -1.61540 3.66639 0.0034 0.0199 -0.0672
N -1.88517 -0.36630 3.97700 -0.2278 -0.1101 0.0759
H -2.18670 2.30992 2.35855 -0.0083 0.0255 0.0359
H -1.02538 2.15252 3.67058 0.0377 -0.0322 0.0027
H 0.64693 1.80505 2.11849 -0.0359 -0.0150 -0.0177
H 0.59454 3.20946 0.39548 0.0473 -0.0077 -0.0236
H -0.78266 3.85705 1.30009 0.0007 0.0010 -0.0071
H -2.81234 -0.61506 -2.41489 0.0021 0.0138 0.0213
H -4.20593 0.09780 -4.29600 -0.0041 0.0087 -0.0065
H -4.57628 2.47786 -4.78857 0.0012 0.0008 0.0001
H -3.54298 4.23860 -3.37912 -0.0043 -0.0038 -0.0090
H -1.82025 4.48007 -1.08091 0.0136 0.0008 -0.0003
H -3.35891 -2.65175 0.56870 -0.0024 -0.0010 0.0228
H -4.03472 -4.60677 1.94426 0.0019 -0.0032 -0.0002
H -3.66261 -4.63484 4.37079 -0.0052 -0.0012 -0.0052
H -2.65566 -2.69381 5.53120 0.0007 0.0000 -0.0015
H -1.64703 -0.02476 4.89323 -0.0615 0.0266 0.0038
O 0.97804 0.85167 -0.75487 0.1889 0.0415 0.1892
C 2.38043 0.87631 -0.70232 -0.0326 -0.0044 -0.1136
C 2.79285 2.34786 -0.72381 0.0583 -0.0178 -0.0358
C 3.79447 3.00605 -0.07731 -0.0388 0.0176 0.0341
C 3.92052 4.36819 -0.48293 -0.0013 -0.0091 0.0184
C 3.02189 4.70560 -1.44253 0.0125 -0.0042 -0.0211
S 2.02634 3.37913 -1.87748 -0.0720 0.0014 0.0529
C 2.94829 0.19511 0.53350 0.0519 0.0008 -0.0103
C 2.88644 0.63333 1.83001 0.0083 0.0017 -0.0071
C 3.46465 -0.26641 2.76284 -0.0007 0.0139 -0.0182
C 3.97789 -1.37052 2.15116 -0.0439 -0.0315 0.0396
S 3.76327 -1.31478 0.46279 -0.0187 0.0085 -0.0278
C 2.91364 0.27294 -2.00332 -0.0357 -0.0304 0.0505
C 2.14748 -0.11402 -3.05996 -0.0066 -0.0395 0.0047
C 2.91744 -0.49475 -4.19412 -0.0069 0.0109 0.0076
C 4.25311 -0.36334 -3.97859 0.0081 -0.0295 0.0060
S 4.58773 0.21494 -2.40375 -0.0063 0.0271 -0.0112
H 4.44184 2.53526 0.64800 -0.0019 -0.0103 0.0112
H 4.65109 5.05320 -0.07830 -0.0023 -0.0002 0.0010
H 2.89355 5.66195 -1.92388 0.0098 -0.0027 -0.0016
H 2.52771 1.61754 2.10092 0.0099 0.0017 -0.0114
H 3.52622 -0.08631 3.82629 0.0089 -0.0008 0.0026
H 4.49190 -2.20191 2.60639 -0.0022 0.0026 0.0020
H 1.06815 -0.10832 -3.01522 -0.0046 0.0066 -0.0011
H 2.49566 -0.84368 -5.12537 0.0018 0.0028 -0.0001
H 5.06342 -0.58640 -4.65368 -0.0051 -0.0007 -0.0034
C 1.04645 -2.94900 -1.35541 -0.0088 -0.0342 0.0307
C -0.06292 -2.82778 -0.29326 0.1750 -0.0122 -0.0030
C -0.88337 -4.11747 -0.32961 -0.0144 -0.0129 0.0637
C 0.52578 -2.57242 1.10310 -0.2107 -0.0082 0.0148
C -0.82944 -1.59273 -0.63142 -0.3106 0.3591 -0.1692
H 1.64457 -3.83992 -1.15185 0.0078 0.0053 0.0011
H 1.69539 -2.07958 -1.36175 0.0367 0.0409 0.0007
H 0.61416 -3.05194 -2.35301 -0.0040 -0.0080 0.0088
H -0.23852 -4.96543 -0.08882 0.0096 -0.0030 -0.0174
H -1.29078 -4.28392 -1.32855 -0.0116 0.0047 -0.0007
H -1.70133 -4.11046 0.38767 0.0861 -0.0384 -0.0476
H 1.37475 -3.22118 1.31734 0.0699 0.0815 0.0309
H -0.23292 -2.71899 1.87442 0.0680 -0.0401 -0.0280
H 0.91778 -1.53333 1.19534 0.1738 0.0643 0.0368
H -1.61552 -1.70587 -1.38356 0.1089 -0.0754 -0.0718
```
Positions in Å, forces in eV/Å.

Energy = -2954.29422 Eh
Net charge = +1
Kohn-Sham gap = 8.1 eV
Multiplicity = 1
Highest occupied orbital energy = -10.289 eV

Here are the Mulliken charges for atoms 1 to 6, given in e:
1 Ru -0.380
2 C -0.634
3 N 0.280
4 C -1.169
5 C 0.426
6 N 0.898